Entry 1:
Density functional theory data (ωB97M-V/def2-TZVPD) for 8 unconnected molecules or ions with the total composition C40H80N4O16P4.

Values from the calculation:
E_LUMO, eV: 0.64
SMILES: CCOP(=O)(OCC)OCC.CCOP(=O)(OCC)OCC.CCOP(=O)(OCC)OCC.CCOP(=O)(OCC)OCC.c1cc[nH]c1.c1cc[nH]c1.c1cc[nH]c1.c1cc[nH]c1
2S+1: 1
Energy above the lowest of the compared OMol25 structures with the same formula, charge and spin, eV: 6.223
Orbital gap, eV: 8.69
Electronic energy, Eh: -4360.55096

Last column: Mulliken charge in e.
Geometry (Å):
C 0.5508 -0.6374 -0.2828  -1.1080
C 1.2099 0.6651 0.2328  -0.1470
O 2.4347 1.2597 -0.3561  -0.1750
P 2.4026 1.9359 -1.8597  0.6464
O 3.7906 2.1332 -2.4554  -0.7862
O 1.4872 3.2977 -1.8317  -0.3281
C 1.9921 4.3707 -1.0569  -0.6879
C 1.5993 4.1167 0.3166  -0.7021
O 1.3782 0.9789 -2.7528  0.1266
C 1.9504 0.1132 -3.8138  0.2208
C 1.9715 0.8946 -5.0401  -0.9417
H 1.2605 -1.4460 -0.1078  0.2599
H -0.3331 -0.8101 0.3312  0.3814
H 0.0733 -0.7043 -1.2604  0.2774
H 0.4176 1.4131 0.2639  0.1544
H 1.4742 0.4604 1.2703  0.4241
H 3.0788 4.3987 -0.9776  0.3370
H 1.6652 5.3460 -1.4174  0.4190
H 0.7292 3.4616 0.2713  0.3523
H 2.2219 3.4651 0.9297  -0.1217
H 1.5748 5.0844 0.8176  0.6661
H 2.8467 -0.2099 -3.2844  -0.0986
H 1.3886 -0.8179 -3.8874  0.1730
H 2.7460 1.6615 -5.0351  0.2921
H 2.1581 0.3545 -5.9683  0.3799
H 0.9780 1.2551 -5.3071  -0.0264
C 5.0299 3.0660 7.0521  -0.7997
C 3.9999 4.2006 7.0735  -0.2362
O 2.6765 3.6775 6.9997  -0.4380
P 1.7800 3.8784 5.5817  0.8268
O 1.4445 5.2953 5.4132  -0.6932
O 2.5321 3.0983 4.3500  -0.1516
C 3.4889 3.7739 3.5417  -0.3673
C 4.4656 2.7195 2.8705  -0.7985
O 0.4762 2.9243 5.8267  -0.3970
C -0.7824 3.3000 5.1104  -0.6278
C -0.9742 2.4298 3.8516  -0.2183
H 6.0429 3.4318 7.2196  0.3780
H 4.8363 2.1955 7.6788  0.3000
H 5.0226 2.7066 6.0231  0.0225
H 4.2110 4.6874 8.0256  0.4184
H 4.3878 4.8702 6.3058  0.2230
H 2.8110 4.3127 2.8797  0.2403
H 3.9768 4.6520 3.9649  0.5746
H 4.9965 2.0022 3.4963  0.4597
H 3.8652 2.1063 2.1985  0.0062
H 5.1101 3.2712 2.1861  0.1287
H -1.5982 3.3997 5.8263  0.4441
H -0.8998 4.3001 4.6933  0.3592
H -0.6522 1.5123 4.3442  0.1991
H -2.0173 2.3975 3.5368  0.1265
H -0.3426 2.7844 3.0371  -0.0355
C -6.1638 -6.5813 1.6773  -1.4258
C -5.5274 -5.2859 1.9132  -0.1169
O -4.5055 -5.0303 0.9569  -0.2561
P -4.5371 -5.2967 -0.6520  1.0628
O -5.8864 -4.9897 -1.2300  -0.8156
O -3.3238 -4.3094 -1.0856  -0.1745
C -2.0298 -4.3893 -0.5641  -0.3190
C -1.2309 -3.1133 -1.0778  -0.5791
O -3.9337 -6.7522 -1.0287  -0.3840
C -4.5604 -7.6790 -2.0014  -0.2778
C -4.6624 -9.1444 -1.4617  -1.0480
H -6.9025 -6.4900 0.8811  0.3850
H -5.4092 -7.3629 1.7659  0.2396
H -6.7764 -6.6995 2.5711  0.5059
H -6.2615 -4.4865 2.0145  0.2755
H -5.2368 -5.3455 2.9621  0.2968
H -2.2049 -4.4164 0.5114  0.3083
H -1.4196 -5.2077 -0.9461  0.2508
H -0.1731 -3.1222 -0.8148  0.4022
H -1.3064 -2.9608 -2.1544  0.3197
H -1.7068 -2.2332 -0.6452  -0.1225
H -5.5789 -7.3940 -2.2653  0.2788
H -3.8987 -7.6781 -2.8675  0.3515
H -5.4889 -9.7239 -1.8730  0.3687
H -3.7063 -9.6663 -1.4995  0.2791
H -4.9741 -9.1250 -0.4174  0.2700
C -6.0680 2.5531 1.5233  -1.1588
C -4.5652 2.3475 1.8107  -0.3183
O -4.3838 1.1052 2.5491  -0.2929
P -4.0389 -0.2189 1.6764  0.4219
O -2.8990 0.0595 0.8285  -0.1054
O -4.0412 -1.4212 2.7220  -0.1209
C -3.0235 -1.4174 3.7344  0.1901
C -3.6037 -2.1401 5.0014  -1.2709
O -5.3626 -0.6118 0.8417  -0.4136
C -5.2326 -1.5751 -0.2681  0.5441
C -6.5066 -1.7781 -0.9031  -1.3247
H -6.6261 2.1129 2.3497  0.2701
H -6.2860 3.6188 1.4539  0.4183
H -6.3730 2.0760 0.5919  0.2324
H -3.9436 2.5272 0.9335  0.2931
H -4.2510 3.2046 2.4065  0.3802
H -2.0679 -1.8845 3.4960  0.2746
H -2.7121 -0.3992 3.9676  0.0574
H -2.9655 -2.4794 5.8173  0.4113
H -4.1835 -1.3858 5.5334  0.3222
H -4.2067 -3.0182 4.7701  0.2067
H -4.5224 -1.4586 -1.0867  0.1659
H -4.8607 -2.4469 0.2702  -0.2262
H -7.1302 -2.5226 -0.4080  0.2397
H -7.1587 -0.9078 -0.8299  0.3750
H -6.2585 -2.2146 -1.8706  0.3894
N -2.5399 2.2787 -6.4707  -0.0019
C -1.9860 3.4300 -5.9868  -0.6876
C -1.3763 3.1729 -4.8235  -0.1645
C -1.6755 1.8738 -4.4682  -0.3929
C -2.3286 1.2960 -5.5125  -0.7789
H -2.8773 2.1733 -7.4168  0.1890
H -2.0214 4.3834 -6.4929  0.3888
H -0.8662 3.9931 -4.3403  0.4181
H -1.4774 1.4545 -3.4928  0.6228
H -2.8112 0.3430 -5.6716  0.4006
N 6.7463 -1.3206 -3.0042  -0.0072
C 7.0040 -2.6687 -2.8961  -0.6209
C 6.2168 -3.3719 -2.0481  -0.5803
C 5.3305 -2.3667 -1.6121  0.0563
C 5.6299 -1.1406 -2.1706  -1.1128
H 7.2706 -0.5969 -3.4748  0.2062
H 7.8284 -3.0820 -3.4582  0.4145
H 6.1880 -4.3526 -1.5966  0.4211
H 4.5485 -2.4421 -0.8710  0.4943
H 5.0335 -0.2406 -2.1416  0.6566
N 3.5885 -2.6704 -4.4029  0.3273
C 3.0609 -2.4498 -5.6282  -1.0038
C 1.8698 -3.1191 -5.7286  -0.2566
C 1.7570 -3.9911 -4.5986  -0.7428
C 2.8634 -3.7302 -3.8109  -0.3078
H 4.4035 -2.1436 -4.1231  0.2489
H 3.5371 -1.6833 -6.2215  0.5091
H 1.1790 -3.1664 -6.5575  0.4358
H 1.0103 -4.7637 -4.4890  0.4718
H 3.1871 -4.1434 -2.8670  0.4052
N 6.5581 6.1246 -0.7004  -0.0706
C 5.9011 5.1043 0.0268  -0.7510
C 4.9284 5.7570 0.7737  0.3820
C 4.6730 7.0780 0.3592  -0.9964
C 5.6577 7.1964 -0.5399  -0.6754
H 7.4267 6.1787 -1.2130  0.1929
H 6.2717 4.0900 0.0371  0.4830
H 4.2465 5.3879 1.5254  0.6155
H 3.9291 7.7401 0.7769  0.4407
H 5.8553 8.1130 -1.0760  0.4036

Entry 2:
Density functional theory data (ωB97M-V/def2-TZVPD) for a molecular structure, C40H80N8OPV.

Values from the calculation:
E_LUMO (alpha / beta), eV: -10.40 / -9.50
2S+1: 2
Energy above the lowest of the compared OMol25 structures with the same formula, charge and spin, eV: 2.920
Orbital gap (alpha / beta), eV: 4.94 / 5.84
Electronic energy, Eh: -3369.97783
Total charge: +3
⟨S²⟩: 0.88

Last column: Mulliken charge in e.
Geometry (Å):
V -0.1574 -1.3351 -0.9182  0.3095
C 1.2484 -2.9831 -0.8702  -1.5657
C 0.9724 -2.7074 -2.2744  0.4245
C -0.4257 -2.9627 -2.4678  0.7710
C -0.9199 -3.4610 -1.2144  -1.6112
C 0.1080 -3.5744 -0.2584  1.2077
C -0.1274 -4.0688 1.1596  1.8458
C 1.1788 -4.5171 1.8058  -1.4712
C -1.1167 -5.2429 1.1208  -1.7713
C -0.7828 -2.9153 1.9492  -0.9223
C -1.3367 -2.9678 -3.6926  1.9227
C -2.8092 -3.0871 -3.2742  -2.2017
C -1.2088 -1.6969 -4.5534  -1.1678
C -0.9955 -4.2458 -4.4875  -1.5556
C 2.1586 -2.3073 -3.1608  1.9351
C 2.0438 -2.6810 -4.6414  -2.0891
C 2.3801 -0.7875 -3.0074  -1.4027
C 3.4199 -3.0275 -2.6355  -1.6306
H 2.2168 -2.8963 -0.4180  1.1551
H -1.9209 -3.8328 -1.0643  0.5557
H 1.6526 -5.3124 1.2278  0.4098
H 0.9734 -4.9084 2.8020  0.5312
H 1.8774 -3.6944 1.9123  0.1246
H -0.7517 -6.0572 0.4929  0.3951
H -2.1046 -4.9449 0.7683  0.4233
H -1.2422 -5.6356 2.1296  0.4119
H -0.2865 -1.9595 1.7830  -0.5470
H -0.7090 -3.1133 3.0203  0.7474
H -1.8448 -2.8307 1.7052  0.3877
H -3.0949 -2.3117 -2.5597  0.3995
H -3.0511 -4.0641 -2.8552  0.4259
H -3.4311 -2.9635 -4.1607  0.4617
H -0.2389 -1.2155 -4.4661  -0.0700
H -1.9680 -0.9671 -4.2645  -0.0499
H -1.3743 -1.9354 -5.6039  0.6679
H -1.1210 -5.1327 -3.8640  0.3907
H 0.0169 -4.2427 -4.8786  0.2324
H -1.6853 -4.3306 -5.3274  0.5368
H 1.1425 -2.3335 -5.1315  0.3260
H 2.1235 -3.7599 -4.7745  0.4145
H 2.8902 -2.2333 -5.1631  0.5616
H 1.6930 -0.2178 -3.6363  0.0774
H 3.3947 -0.5332 -3.3155  0.6969
H 2.2836 -0.4562 -1.9609  -0.1333
H 3.2374 -4.0885 -2.4595  0.4078
H 3.8161 -2.5780 -1.7261  0.3461
H 4.1984 -2.9506 -3.3933  0.4993
C -2.6140 -0.4772 -0.4240  -1.0380
N -2.8403 0.2478 -1.6455  0.9359
C -4.2056 0.2266 -2.1909  -1.3059
C -1.7662 0.7520 -2.2837  -1.1153
N -0.5646 0.2197 -1.9369  0.9662
N -1.8550 1.7059 -3.1988  0.6427
C -0.7422 1.9889 -4.1104  -1.0039
C -2.9663 2.6604 -3.3100  -1.3473
H -3.5598 -0.8449 -0.0319  0.6090
H -2.0834 0.1281 0.3167  -0.2065
H -2.0573 -1.4578 -0.5904  0.1586
H -4.6039 -0.7813 -2.0852  0.5672
H -4.1951 0.4725 -3.2474  0.3553
H -4.8582 0.9156 -1.6560  0.3707
H 0.2248 0.7729 -2.2562  -0.0093
H -0.0921 2.7667 -3.7041  0.2711
H -1.1578 2.3443 -5.0508  0.5162
H -0.1720 1.0872 -4.3185  0.1069
H -3.6213 2.6054 -2.4496  0.4305
H -3.5287 2.4907 -4.2277  0.3458
H -2.5399 3.6611 -3.3479  0.4224
O -0.3785 1.2576 0.5672  0.5309
P -0.3966 2.5821 1.2890  -2.3117
N -1.3086 2.4126 2.6467  1.1602
C -2.1138 1.2187 2.9364  0.3018
C -2.7185 1.5130 4.3049  -0.7151
C -2.9246 3.0259 4.2654  -0.8155
C -1.6734 3.5259 3.5484  -0.6285
N 1.1284 3.0828 1.6151  0.8772
C 2.3231 2.6360 0.8707  0.5547
C 3.4522 3.4728 1.4706  -0.8123
C 2.7561 4.7676 1.8843  -0.8908
C 1.4332 4.2649 2.4466  -0.4833
N -1.0724 3.8591 0.5007  0.7198
C -2.5075 3.9268 0.2140  0.6069
C -2.6710 5.2887 -0.4518  -0.7996
C -1.3665 5.4555 -1.2311  -0.4630
C -0.3134 4.8253 -0.3192  -0.1763
H -1.5042 0.3117 2.9243  -0.6696
H -2.9162 1.0965 2.1959  0.0886
H -2.0148 1.2473 5.0963  0.2965
H -3.6414 0.9607 4.4723  0.4358
H -3.0320 3.4683 5.2530  0.4313
H -3.8203 3.2679 3.6893  0.2975
H -0.8689 3.7144 4.2635  0.3559
H -1.8435 4.4463 2.9873  0.3028
H 2.2181 2.8529 -0.2001  0.4265
H 2.4761 1.5634 0.9778  -0.7694
H 4.2614 3.6332 0.7608  0.4501
H 3.8667 2.9742 2.3495  0.2758
H 2.5848 5.3992 1.0101  0.2393
H 3.3194 5.3443 2.6146  0.4644
H 0.6315 5.0032 2.4012  0.4145
H 1.5531 3.9654 3.4926  0.2365
H -3.0942 3.8301 1.1291  0.2080
H -2.8142 3.1150 -0.4627  -0.8532
H -2.7466 6.0619 0.3139  0.3320
H -3.5616 5.3517 -1.0756  0.4171
H -1.1401 6.4947 -1.4590  0.4837
H -1.4128 4.9162 -2.1804  -0.1053
H 0.1434 5.5836 0.3197  0.3124
H 0.4888 4.3426 -0.8814  0.1647
C 4.3402 -1.2380 4.7316  -1.3405
C 3.3642 -2.1205 3.9692  -0.7218
N 2.3838 -1.3609 3.1702  0.9045
C 1.3640 -0.6423 3.9434  -0.7489
C 1.6319 0.8533 4.0388  -0.8213
C 2.4300 -1.3008 1.8388  0.3142
C 3.6445 -1.8777 1.1484  -2.0896
N 1.5379 -0.7242 1.0636  1.0649
H 5.0819 -1.8603 5.2305  0.4579
H 3.8377 -0.6481 5.4974  0.3275
H 4.8650 -0.5580 4.0590  0.2964
H 2.7914 -2.7383 4.6634  0.5283
H 3.9040 -2.8009 3.3181  0.4977
H 1.3588 -1.0834 4.9391  0.6081
H 0.3794 -0.8384 3.5121  -0.3206
H 2.5909 1.0404 4.5195  0.5175
H 0.8540 1.3319 4.6341  0.3319
H 1.6401 1.3242 3.0565  -0.1020
H 3.7368 -2.9595 1.2461  0.4944
H 4.5536 -1.4419 1.5635  0.4951
H 3.5993 -1.6089 0.0978  0.3779
H 0.8065 -0.2239 1.5610  -1.4487